{"formula": "C49H49As2N2O10TeTi", "method": "the ωB97M-V functional and the def2-TZVPD basis", "e_lumo_ev": [1.86, 1.35], "max_force_ev_per_a": 5.84, "total_charge": -1, "multiplicity": 3, "homo_ev": [-3.39, -3.47], "symbols": ["Ti", "C", "C", "C", "C", "C", "O", "C", "C", "C", "C", "C", "C", "C", "O", "C", "C", "C", "N", "C", "C", "Te", "C", "C", "C", "C", "C", "C", "C", "C", "C", "C", "C", "C", "H", "H", "H", "H", "H", "H", "H", "H", "H", "H", "H", "H", "H", "H", "H", "H", "H", "H", "H", "H", "H", "H", "H", "H", "C", "H", "H", "C", "C", "C", "N", "C", "C", "H", "H", "H", "H", "H", "C", "O", "C", "O", "C", "C", "As", "C", "C", "C", "As", "C", "C", "O", "O", "C", "C", "O", "O", "C", "C", "O", "O", "C", "H", "H", "H", "H", "H", "H", "H", "H", "H", "H", "H", "H", "H", "H", "H", "H", "H", "H"], "coordinates": [[-0.68193, 0.53292, 0.21595], [-3.75061, -3.48935, 4.16339], [-3.04162, -2.49909, 3.24476], [-3.75134, -1.40601, 2.69275], [-3.21764, -0.75091, 1.55646], [-3.42411, 0.71815, 1.35165], [-2.29668, 1.41369, 1.25724], [-4.72997, 1.35184, 1.26112], [-5.89547, 0.61478, 0.97647], [-7.11584, 1.08663, 0.73228], [-7.23832, 2.51940, 0.68683], [-6.10517, 3.32123, 0.75652], [-4.88378, 2.78837, 1.25313], [-1.95142, -1.21179, 0.99866], [-1.69145, -0.90520, -0.29391], [-1.09431, -1.92990, 1.87251], [-1.67232, -2.60355, 2.98745], [0.32274, -1.57692, 1.80102], [0.60398, -0.23999, 1.67771], [1.24166, 0.59141, 2.67262], [0.72654, 0.32345, 4.08137], [2.13979, -0.94606, 5.35812], [1.67536, -0.64716, 7.41096], [2.22202, 0.48201, 8.15390], [2.19006, 0.49384, 9.52361], [1.59359, -0.58120, 10.19946], [0.92253, -1.57775, 9.49616], [0.84110, -1.54876, 8.10238], [1.44708, -2.58872, 1.91316], [2.77433, -2.16492, 1.78232], [3.75695, -2.97035, 2.35614], [3.41337, -4.22105, 2.84344], [2.07773, -4.73294, 2.89481], [1.15188, -3.93407, 2.31421], [-4.61796, -3.90381, 3.65459], [-4.05547, -3.12998, 5.15283], [-2.96967, -4.35477, 4.30036], [-4.71914, -1.16992, 3.02486], [-5.79657, -0.48974, 0.93929], [-8.04447, 0.50957, 0.55013], [-8.22216, 2.99936, 0.62009], [-6.19135, 4.37587, 0.43060], [-4.07942, 3.40350, 1.72184], [-1.04716, -3.34279, 3.59475], [1.09545, 1.64379, 2.26654], [2.34849, 0.36943, 2.61586], [-0.23501, -0.20635, 4.17375], [0.55818, 1.28716, 4.59998], [2.66485, 1.34863, 7.62204], [2.68063, 1.34093, 10.05984], [1.56794, -0.63245, 11.27554], [0.57645, -2.44776, 10.07457], [0.32482, -2.33534, 7.51235], [3.08138, -1.25239, 1.29050], [4.81126, -2.68312, 2.28115], [4.18354, -4.90131, 3.16741], [1.69057, -5.59491, 3.50183], [0.15010, -4.39219, 2.08523], [0.29988, 0.15513, -1.65468], [-0.54169, -0.22101, -2.26852], [1.02657, -0.65294, -1.52981], [-7.91448, -1.12010, -3.36456], [-6.60517, -1.23980, -3.74560], [-6.25884, -1.56270, -5.04474], [-7.23329, -1.85749, -5.95080], [-8.53449, -1.80903, -5.60609], [-8.91491, -1.38026, -4.35193], [-8.12524, -0.82424, -2.33469], [-5.78962, -1.00918, -3.04116], [-5.25891, -1.66080, -5.41614], [-9.20950, -2.15069, -6.37387], [-9.97146, -1.56634, -4.10653], [-1.47926, 3.64541, -0.46776], [-0.86737, 2.40773, -0.88021], [0.34554, 2.66648, -1.50163], [0.67797, 3.83511, -1.55299], [0.91987, 1.43093, -2.15936], [1.93146, 1.41902, -3.17094], [3.04846, 3.61034, -3.22319], [3.81279, 4.02638, -1.41557], [4.57890, 2.66034, -3.81448], [4.95339, 1.48657, -3.20770], [3.58049, 0.37689, -2.37563], [3.74678, -1.26121, -3.49134], [6.24804, 0.83848, -2.93848], [6.83253, 0.80228, -1.90299], [6.72041, 0.13878, -4.05379], [7.98817, -0.53764, -3.77852], [5.21599, 3.41903, -4.96843], [4.71779, 4.58415, -5.08066], [6.25315, 2.96442, -5.61396], [6.03008, 2.09008, -6.74556], [1.65197, 1.16385, -4.61264], [2.45479, 1.04476, -5.52609], [0.32724, 0.89102, -4.78486], [0.06374, 0.15071, -6.08936], [-2.13731, 3.48194, 0.35151], [-1.92293, 4.23739, -1.29714], [-0.61963, 4.26029, -0.05997], [3.05763, 3.78205, -0.63383], [4.15348, 5.07186, -1.38559], [4.63556, 3.28822, -1.33786], [3.96243, -1.00882, -4.55100], [2.74124, -1.77366, -3.40920], [4.48665, -1.88874, -2.99608], [8.10332, -0.64250, -2.72278], [8.83476, -0.04778, -4.16291], [7.83237, -1.51632, -4.30060], [5.66069, 2.74152, -7.55516], [5.28896, 1.32398, -6.52814], [6.96394, 1.66663, -6.91386], [-0.97616, -0.17894, -5.95846], [0.72589, -0.72553, -6.28796], [0.17333, 0.82046, -6.91632]], "forces_ev_per_a": [[1.239, 0.098, 0.264], [2.206, -1.328, 0.014], [-0.453, 0.565, 0.369], [1.717, -1.252, -1.871], [0.924, 0.901, 1.070], [-0.408, -0.605, -0.213], [-0.349, -0.350, -0.715], [0.406, 1.628, -0.132], [1.564, -3.453, 0.139], [-2.305, 3.090, 0.025], [-0.257, -0.645, -0.515], [0.564, 0.160, 0.855], [0.004, -0.717, -0.145], [-2.276, -0.840, 1.894], [0.537, 0.221, 0.580], [-0.333, 0.254, 0.105], [0.285, -1.243, -0.191], [2.231, -1.849, -0.175], [-2.044, 0.758, -2.242], [1.511, -0.583, -1.067], [-0.413, 0.613, 1.714], [-0.471, 0.481, -0.876], [-0.891, 1.947, 0.935], [-0.150, -0.922, -1.739], [0.123, 0.348, 0.848], [-0.302, 0.058, -0.389], [0.101, -0.166, 0.579], [1.393, -0.502, -0.913], [-2.018, 1.043, -0.151], [0.209, -0.361, 0.944], [0.049, -0.734, -1.066], [-0.269, -1.165, 1.081], [1.071, 0.558, 0.451], [-1.867, 0.455, -0.889], [-0.066, -0.045, 0.022], [0.135, 0.132, -0.234], [-1.689, 1.368, 0.064], [-1.078, 0.459, 0.604], [0.206, 0.668, 0.012], [0.991, 0.040, 0.288], [0.403, -0.260, -0.493], [0.091, -0.520, 0.879], [-0.608, -0.366, -1.133], [-0.897, 1.363, -0.867], [0.216, -0.919, 1.103], [-0.762, 0.671, 0.367], [0.437, 0.109, -0.613], [0.392, -0.513, 0.006], [-0.116, -0.930, 0.215], [-0.607, -0.844, -0.338], [0.269, 0.056, 0.190], [-0.330, 0.562, -0.429], [0.404, 0.546, 0.651], [-0.436, 0.259, 0.135], [-0.405, -0.151, 0.103], [0.363, 0.116, 0.363], [1.094, 0.413, -1.145], [0.816, 1.031, 0.675], [-0.965, 0.674, -0.183], [0.331, -0.052, -0.056], [0.025, -0.164, 0.202], [-1.350, -0.069, -0.948], [1.740, 0.718, 0.601], [-2.774, -0.633, -1.154], [0.851, 0.052, 0.102], [2.099, 0.387, 0.367], [-0.283, -1.044, 1.395], [-0.265, -0.171, -0.407], [-0.531, -0.203, -0.230], [0.424, 0.091, 0.095], [-0.344, 0.111, 0.020], [0.460, 0.785, 0.191], [1.473, 1.721, 0.765], [-1.495, -0.496, 1.432], [2.886, -3.204, -3.945], [1.108, 0.832, -0.471], [-2.957, 2.465, 3.160], [3.326, 1.994, 0.924], [-2.982, -0.822, 0.141], [-0.231, -1.589, 0.121], [2.164, -2.288, -0.818], [-0.532, 1.163, -0.757], [-1.902, 0.626, 0.149], [-0.883, 0.221, -0.360], [0.840, -0.586, -2.976], [-0.123, 0.510, 1.058], [0.674, 0.709, 1.119], [-2.318, -1.764, -0.892], [-2.612, 3.926, 3.216], [2.260, -3.244, -0.958], [0.764, -0.535, -0.786], [-1.776, 1.391, 0.367], [-0.151, -0.907, 0.266], [-0.246, 0.297, 0.526], [0.422, -1.320, -2.170], [-0.133, 0.114, 1.744], [-0.780, -0.615, 0.127], [0.264, -0.859, 0.356], [-1.268, -0.399, -0.489], [0.486, 0.493, -0.612], [-0.174, -0.443, -0.032], [-0.164, 0.803, 0.383], [-0.004, -0.381, 0.701], [1.052, 0.604, -0.107], [0.131, -0.084, -0.361], [0.091, -0.361, 0.575], [0.834, 1.011, -0.759], [0.540, 0.691, 0.622], [0.324, -0.521, 0.018], [-0.054, -0.026, 0.209], [1.506, -0.738, -0.654], [0.397, 0.151, -0.176], [-0.294, 0.765, 0.722], [-0.032, 0.503, -0.380]]}